This record from the OMol25 dataset describes an isolated molecule of C4H9NO in a non-equilibrium geometry. The level of theory is wB97M-V/def2-TZVPD.

```
! wB97M-V def2-TZVPD RIJCOSX def2/J DEFGRID3
* xyz 0 1
C -1.5557 -0.4278 -0.2314
N -0.2397 -0.9978 -0.4006
C 0.8285 -0.0942 -0.1370
C 0.9662 -0.2170 1.4649
C 0.6100 1.2412 -0.8772
O 1.1230 2.3655 -0.7396
H -2.2045 -0.8890 -0.9439
H -1.5635 0.5489 -0.6548
H -2.0087 -0.7064 0.7742
H -0.2479 -1.1683 -1.4417
H 1.7439 -0.4216 -0.4741
H 1.8990 0.1676 1.6755
H 0.7213 -1.1305 1.8765
H 0.1576 0.5976 1.8004
H -0.2295 1.1317 -1.6911
*
```

lowest unoccupied orbital energy = 0.85 eV
frontier orbital gap = 10.10 eV
SMILES = CN[C@H](C)C=O
energy above the lowest of the compared OMol25 structures with the same formula, charge and spin = 309.1 kJ/mol
E_tot = -287.7147 hartree

This record from the OMol25 dataset describes an isolated molecule of C6H9N. The level of theory is wB97M-V/def2-TZVPD.

```
! wB97M-V def2-TZVPD RIJCOSX def2/J DEFGRID3
* xyz 0 1
C -0.1057 0.8610 1.6238
C 0.4397 0.7049 0.2252
C 0.1012 1.6165 -0.8334
C -0.4584 0.8788 -1.8346
N -0.3434 -0.4587 -1.5042
C 0.2478 -0.5601 -0.2681
C 0.5827 -1.8477 0.4117
H 0.2750 0.1243 2.3363
H -1.1791 0.6327 1.4996
H -0.0386 1.8722 2.0173
H 0.2899 2.6841 -0.8664
H -0.9520 1.1941 -2.7421
H -0.9758 -1.1696 -1.8323
H 1.2842 -1.6379 1.2271
H 1.1065 -2.5053 -0.2904
H -0.2739 -2.3895 0.8306
*
```

lowest unoccupied orbital energy = 1.02 eV
frontier orbital gap = 8.70 eV
SMILES = Cc1cc[nH]c1C
energy above the lowest of the compared OMol25 structures with the same formula, charge and spin = 128.0 kJ/mol
E_tot = -288.7333 hartree

This record from the OMol25 dataset describes an isolated molecule of C19H26N2O3 in a non-equilibrium geometry. The level of theory is wB97M-V/def2-TZVPD.

```
! wB97M-V def2-TZVPD RIJCOSX def2/J DEFGRID3
* xyz 0 1
C -0.7774 3.7575 0.8082
C -0.6577 2.3620 0.3039
N -0.9410 2.2127 -0.9890
C -0.7795 0.9032 -1.7430
C -1.8486 -0.1369 -1.4432
C -3.3046 0.2440 -1.7076
C -3.5245 0.8289 -3.0991
C -4.2675 -0.9826 -1.5037
C 0.5861 0.2821 -1.5421
O 1.2129 -0.0176 -2.5551
N 1.2471 0.1250 -0.2827
C 2.7035 0.0729 -0.3029
C 3.3045 -1.2834 -0.8350
C 4.2382 -1.1078 -2.0815
C 4.0603 -1.9563 0.3238
C 0.5167 0.1997 0.9210
C 0.6574 -0.8478 1.8610
C 0.0670 -0.8018 3.1586
C 0.3122 -1.8544 4.1901
O 1.0284 -2.7846 3.8958
O -0.2397 -1.7316 5.4292
C -0.7480 0.2612 3.4364
C -0.9717 1.2885 2.4925
C -0.3357 1.2871 1.2439
H -0.0444 3.9797 1.5786
H -1.7269 3.8367 1.2518
H -0.6546 4.4953 -0.0026
H -0.8412 1.1200 -2.7933
H -1.8164 -0.4189 -0.3963
H -1.6880 -1.0647 -2.0109
H -3.5979 0.9766 -0.9550
H -4.5594 0.7446 -3.4168
H -2.8886 0.2394 -3.8007
H -3.2264 1.8745 -3.1575
H -4.1377 -1.2856 -0.4473
H -4.0565 -1.8451 -2.1200
H -5.3098 -0.6928 -1.6900
H 3.0539 0.8776 -0.9329
H 3.0954 0.2944 0.6875
H 2.4990 -1.9544 -1.1407
H 4.9675 -0.3619 -1.8768
H 3.6293 -0.7396 -2.9058
H 4.7678 -2.0376 -2.3390
H 4.1711 -3.0235 0.0928
H 3.4281 -1.9482 1.2007
H 5.0537 -1.4997 0.5753
H 1.2878 -1.6814 1.5672
H -0.1138 -2.5816 5.8327
H -1.1714 0.3079 4.4404
H -1.6592 2.0682 2.7789
*
```

lowest unoccupied orbital energy = -0.36 eV
frontier orbital gap = 8.64 eV
SMILES = CC1=N[C@H](CC(C)C)C(=O)N(CC(C)C)c2cc(C(=O)O)ccc21
energy above the lowest of the compared OMol25 structures with the same formula, charge and spin = 177.3 kJ/mol
E_tot = -1074.8358 hartree

This record from the OMol25 dataset describes an isolated molecule of C27H34F3NO6S in a non-equilibrium geometry. The level of theory is wB97M-V/def2-TZVPD.

```
! wB97M-V def2-TZVPD RIJCOSX def2/J DEFGRID3
* xyz 0 1
C 1.9136 7.5021 0.4580
C 1.9072 6.0932 0.2302
C 1.7244 4.4756 0.0395
C 3.0988 3.5958 -0.2801
C 3.0173 1.9678 -0.4869
O 4.1478 1.0752 -0.8157
C 3.9111 0.5464 -2.2003
C 3.6549 -1.0810 -2.2278
N 2.3001 -1.4782 -2.8202
C 2.3116 -2.9341 -3.2468
C 2.1335 -3.1725 -4.8595
C 3.0507 -2.2043 -5.8123
O 0.6834 -3.1167 -5.2436
C 1.5382 1.2374 -0.3162
C 0.1964 2.1248 0.0004
C 0.2480 3.7737 0.1616
C -1.1810 4.5323 0.4256
O -1.3016 5.8549 0.1692
C -2.5516 3.7336 0.9562
S -3.9337 4.7908 1.6408
O -3.2683 5.9490 2.4827
O -4.9038 4.0755 2.6093
C -4.7571 5.6376 0.1784
F -6.2349 5.5460 0.1570
F -4.1059 5.1209 -1.0836
F -4.3834 7.1005 0.2194
C -2.5466 2.2551 0.7942
C -3.8553 1.3697 1.2308
C -3.8585 0.9611 2.8216
C -2.5449 0.0252 3.2559
C -2.6752 -1.5405 2.7870
C -1.1738 -2.0612 2.3590
C -0.6800 -3.3922 3.2135
C 0.9148 -3.6649 2.8608
C 1.2345 -5.1885 2.3420
C 0.3391 -5.6666 1.0399
C -1.2614 1.3862 0.1689
O -1.3308 0.0923 -0.1717
H 2.0639 8.6422 0.7790
H 4.1586 4.1192 -0.3658
H 2.9629 1.0598 -2.7122
H 4.8138 0.7746 -2.9287
H 4.4824 -1.5613 -2.9409
H 3.6978 -1.5720 -1.1430
H 2.0322 -0.8391 -3.6004
H 3.3233 -3.4535 -2.9350
H 1.4547 -3.5742 -2.7193
H 2.4614 -4.2889 -5.0942
H 3.7340 -1.5349 -5.1341
H 2.2976 -1.5727 -6.4826
H 3.7247 -2.8108 -6.5814
H 0.5018 -3.8588 -5.9029
H 1.4502 0.0763 -0.4575
H -4.8174 1.9439 0.8706
H -3.8170 0.3736 0.5755
H -3.8099 1.8982 3.5581
H -4.8740 0.4050 3.0350
H -1.5595 0.5652 2.9174
H -2.5589 0.0224 4.4444
H -3.4989 -1.6918 1.9682
H -3.0104 -2.1665 3.7376
H -1.2599 -2.4114 1.2250
H -0.3829 -1.1967 2.3921
H -1.3158 -4.3053 2.8336
H -0.8337 -3.2576 4.3833
H 1.5528 -3.4462 3.8281
H 1.3203 -2.9251 2.0228
H 1.1516 -6.0038 3.2047
H 2.3674 -5.2237 1.9871
H 1.0628 -6.1167 0.2104
H -0.3238 -6.5889 1.4008
H -0.3300 -4.8022 0.5870
*
```

lowest unoccupied orbital energy = -2.46 eV
frontier orbital gap = 6.49 eV
SMILES = C#Cc1cc(OCCNC[C@H](C)O)cc2c1C(=O)C(S(=O)(=O)C(F)(F)F)=C(CCCCCCCCC)C2=O
energy above the lowest of the compared OMol25 structures with the same formula, charge and spin = 2281.9 kJ/mol
E_tot = -2252.2116 hartree

Copy entry 4 word for word.
This record from the OMol25 dataset describes an isolated molecule of C27H34F3NO6S in a non-equilibrium geometry. The level of theory is wB97M-V/def2-TZVPD.

```
! wB97M-V def2-TZVPD RIJCOSX def2/J DEFGRID3
* xyz 0 1
C 1.9136 7.5021 0.4580
C 1.9072 6.0932 0.2302
C 1.7244 4.4756 0.0395
C 3.0988 3.5958 -0.2801
C 3.0173 1.9678 -0.4869
O 4.1478 1.0752 -0.8157
C 3.9111 0.5464 -2.2003
C 3.6549 -1.0810 -2.2278
N 2.3001 -1.4782 -2.8202
C 2.3116 -2.9341 -3.2468
C 2.1335 -3.1725 -4.8595
C 3.0507 -2.2043 -5.8123
O 0.6834 -3.1167 -5.2436
C 1.5382 1.2374 -0.3162
C 0.1964 2.1248 0.0004
C 0.2480 3.7737 0.1616
C -1.1810 4.5323 0.4256
O -1.3016 5.8549 0.1692
C -2.5516 3.7336 0.9562
S -3.9337 4.7908 1.6408
O -3.2683 5.9490 2.4827
O -4.9038 4.0755 2.6093
C -4.7571 5.6376 0.1784
F -6.2349 5.5460 0.1570
F -4.1059 5.1209 -1.0836
F -4.3834 7.1005 0.2194
C -2.5466 2.2551 0.7942
C -3.8553 1.3697 1.2308
C -3.8585 0.9611 2.8216
C -2.5449 0.0252 3.2559
C -2.6752 -1.5405 2.7870
C -1.1738 -2.0612 2.3590
C -0.6800 -3.3922 3.2135
C 0.9148 -3.6649 2.8608
C 1.2345 -5.1885 2.3420
C 0.3391 -5.6666 1.0399
C -1.2614 1.3862 0.1689
O -1.3308 0.0923 -0.1717
H 2.0639 8.6422 0.7790
H 4.1586 4.1192 -0.3658
H 2.9629 1.0598 -2.7122
H 4.8138 0.7746 -2.9287
H 4.4824 -1.5613 -2.9409
H 3.6978 -1.5720 -1.1430
H 2.0322 -0.8391 -3.6004
H 3.3233 -3.4535 -2.9350
H 1.4547 -3.5742 -2.7193
H 2.4614 -4.2889 -5.0942
H 3.7340 -1.5349 -5.1341
H 2.2976 -1.5727 -6.4826
H 3.7247 -2.8108 -6.5814
H 0.5018 -3.8588 -5.9029
H 1.4502 0.0763 -0.4575
H -4.8174 1.9439 0.8706
H -3.8170 0.3736 0.5755
H -3.8099 1.8982 3.5581
H -4.8740 0.4050 3.0350
H -1.5595 0.5652 2.9174
H -2.5589 0.0224 4.4444
H -3.4989 -1.6918 1.9682
H -3.0104 -2.1665 3.7376
H -1.2599 -2.4114 1.2250
H -0.3829 -1.1967 2.3921
H -1.3158 -4.3053 2.8336
H -0.8337 -3.2576 4.3833
H 1.5528 -3.4462 3.8281
H 1.3203 -2.9251 2.0228
H 1.1516 -6.0038 3.2047
H 2.3674 -5.2237 1.9871
H 1.0628 -6.1167 0.2104
H -0.3238 -6.5889 1.4008
H -0.3300 -4.8022 0.5870
*
```

lowest unoccupied orbital energy = -2.46 eV
frontier orbital gap = 6.49 eV
SMILES = C#Cc1cc(OCCNC[C@H](C)O)cc2c1C(=O)C(S(=O)(=O)C(F)(F)F)=C(CCCCCCCCC)C2=O
energy above the lowest of the compared OMol25 structures with the same formula, charge and spin = 2281.9 kJ/mol
E_tot = -2252.2116 hartree

Repeat the third record exactly.
This record from the OMol25 dataset describes an isolated molecule of C19H26N2O3 in a non-equilibrium geometry. The level of theory is wB97M-V/def2-TZVPD.

```
! wB97M-V def2-TZVPD RIJCOSX def2/J DEFGRID3
* xyz 0 1
C -0.7774 3.7575 0.8082
C -0.6577 2.3620 0.3039
N -0.9410 2.2127 -0.9890
C -0.7795 0.9032 -1.7430
C -1.8486 -0.1369 -1.4432
C -3.3046 0.2440 -1.7076
C -3.5245 0.8289 -3.0991
C -4.2675 -0.9826 -1.5037
C 0.5861 0.2821 -1.5421
O 1.2129 -0.0176 -2.5551
N 1.2471 0.1250 -0.2827
C 2.7035 0.0729 -0.3029
C 3.3045 -1.2834 -0.8350
C 4.2382 -1.1078 -2.0815
C 4.0603 -1.9563 0.3238
C 0.5167 0.1997 0.9210
C 0.6574 -0.8478 1.8610
C 0.0670 -0.8018 3.1586
C 0.3122 -1.8544 4.1901
O 1.0284 -2.7846 3.8958
O -0.2397 -1.7316 5.4292
C -0.7480 0.2612 3.4364
C -0.9717 1.2885 2.4925
C -0.3357 1.2871 1.2439
H -0.0444 3.9797 1.5786
H -1.7269 3.8367 1.2518
H -0.6546 4.4953 -0.0026
H -0.8412 1.1200 -2.7933
H -1.8164 -0.4189 -0.3963
H -1.6880 -1.0647 -2.0109
H -3.5979 0.9766 -0.9550
H -4.5594 0.7446 -3.4168
H -2.8886 0.2394 -3.8007
H -3.2264 1.8745 -3.1575
H -4.1377 -1.2856 -0.4473
H -4.0565 -1.8451 -2.1200
H -5.3098 -0.6928 -1.6900
H 3.0539 0.8776 -0.9329
H 3.0954 0.2944 0.6875
H 2.4990 -1.9544 -1.1407
H 4.9675 -0.3619 -1.8768
H 3.6293 -0.7396 -2.9058
H 4.7678 -2.0376 -2.3390
H 4.1711 -3.0235 0.0928
H 3.4281 -1.9482 1.2007
H 5.0537 -1.4997 0.5753
H 1.2878 -1.6814 1.5672
H -0.1138 -2.5816 5.8327
H -1.1714 0.3079 4.4404
H -1.6592 2.0682 2.7789
*
```

lowest unoccupied orbital energy = -0.36 eV
frontier orbital gap = 8.64 eV
SMILES = CC1=N[C@H](CC(C)C)C(=O)N(CC(C)C)c2cc(C(=O)O)ccc21
energy above the lowest of the compared OMol25 structures with the same formula, charge and spin = 177.3 kJ/mol
E_tot = -1074.8358 hartree